{"formula": "C4H9N", "method": "ωB97M-V/def2-TZVPD", "energy_ev": -5777.31708, "e_lumo_ev": -1.10, "de_lowest_kj_mol": 626.66, "gap_ev": 6.25, "spin_multiplicity": 1, "total_charge": 0, "species": ["C", "N", "C", "C", "C", "H", "H", "H", "H", "H", "H", "H", "H", "H"], "xyz": [[-0.512, -0.811, 1.846], [-1.183, 0.081, 0.871], [-0.132, 0.754, 0.115], [1.122, 0.546, -2.099], [-0.014, 0.342, -1.229], [0.284, -1.257, 1.220], [0.047, -0.405, 2.705], [-1.030, -1.682, 2.233], [-1.876, 0.696, 1.267], [1.206, -1.200, -0.978], [0.455, 1.357, 0.798], [0.866, 0.135, -3.107], [1.679, 1.447, -1.911], [-0.913, -0.003, -1.731]], "lowdin_charge": [-0.15, -0.15, -0.24, 0.03, -0.32, 0.05, 0.07, 0.06, 0.08, 0.23, 0.10, 0.06, 0.06, 0.10]}